Density functional theory data (wB97M-V/def2-TZVPD) for a molecular structure, C22H21FMgN5O8STe.

Cartesian coordinates (Å):
Mg  0.116  -1.535  0.891
O  1.751  -0.371  4.484
C  1.369  -0.640  3.209
O  0.381  -1.402  2.996
C  2.455  -0.582  2.211
C  3.792  -0.257  2.412
C  4.650  -0.376  1.327
C  4.183  -0.810  0.090
C  2.835  -1.112  -0.014
N  2.032  -1.010  1.028
C  2.070  -1.622  -1.234
O  2.703  -2.041  -2.210
O  0.809  -1.608  -1.067
H  0.999  -0.605  5.043
H  4.133  0.055  3.388
H  5.701  -0.145  1.452
H  4.835  -0.919  -0.765
Te  -0.066  1.219  2.339
C  0.076  3.315  1.872
C  -0.635  3.824  0.787
C  -0.636  5.180  0.496
C  0.089  6.060  1.287
C  0.813  5.569  2.364
C  0.806  4.211  2.651
H  -1.204  3.151  0.157
H  -1.206  5.547  -0.349
H  0.090  7.120  1.064
H  1.377  6.250  2.991
H  1.369  3.840  3.499
F  -5.445  3.479  -0.102
C  -4.763  2.783  -1.028
C  -3.765  1.965  -0.658
N  -3.022  1.255  -1.562
C  -2.007  0.333  -1.078
C  -2.570  -0.676  -0.043
O  -3.772  -0.697  0.173
O  -1.672  -1.418  0.477
C  -3.306  1.304  -2.912
O  -2.706  0.673  -3.759
N  -4.339  2.161  -3.243
C  -5.131  2.956  -2.414
O  -5.993  3.676  -2.876
H  -3.504  1.849  0.384
H  -1.184  0.872  -0.603
H  -1.604  -0.221  -1.921
H  -4.548  2.208  -4.228
C  -0.428  -4.363  -2.723
N  -0.526  -4.337  -1.277
C  0.536  -4.384  -0.462
S  0.305  -4.107  1.194
N  1.703  -4.782  -1.004
C  2.963  -4.808  -0.284
H  -1.429  -4.289  -3.139
H  0.012  -5.309  -3.048
H  0.173  -3.531  -3.099
H  -1.320  -3.863  -0.873
H  1.805  -4.581  -1.989
H  2.761  -4.818  0.782
H  3.570  -3.933  -0.529
H  3.517  -5.707  -0.557

Results
**Charge**: -1
**HOMO energy**: -4.72 eV